DFT (ωB97M-V with the def2-TZVPD basis set) results for a structure of composition C46H74F21N9O14S2 at a distorted geometry.

CARTESIAN COORDINATES (ANGSTROEM)
C (3.937, 3.736, 3.303)
C (3.170, 2.529, 3.590)
N (3.857, 1.270, 3.110)
C (4.908, 1.088, 2.202)
C (4.917, -0.224, 1.887)
N (3.961, -0.860, 2.630)
C (3.305, 0.094, 3.375)
C (3.615, -2.241, 2.676)
H (4.828, 3.886, 3.902)
H (3.310, 4.589, 3.428)
H (4.251, 3.755, 2.295)
H (2.281, 2.539, 2.991)
H (2.779, 2.471, 4.615)
H (5.401, 1.894, 1.657)
H (5.505, -0.747, 1.146)
H (2.345, -0.120, 3.879)
H (3.733, -2.687, 1.691)
H (2.592, -2.422, 2.977)
H (4.233, -2.766, 3.385)
C (-0.834, -3.244, 2.098)
C (-2.150, -3.601, 2.714)
N (-2.783, -4.777, 2.189)
C (-2.772, -5.162, 0.908)
C (-3.281, -6.442, 0.874)
N (-3.668, -6.790, 2.179)
C (-3.387, -5.736, 2.985)
C (-4.400, -8.021, 2.532)
H (-1.076, -2.952, 1.065)
H (-0.115, -4.069, 2.103)
H (-0.404, -2.371, 2.621)
H (-2.792, -2.755, 2.560)
H (-2.068, -3.894, 3.793)
H (-2.382, -4.658, 0.037)
H (-3.523, -7.113, 0.075)
H (-3.420, -5.664, 4.054)
H (-4.386, -8.676, 1.666)
H (-5.486, -7.866, 2.533)
H (-3.961, -8.514, 3.386)
C (4.177, 1.311, -3.502)
C (2.787, 1.952, -3.605)
N (1.986, 1.007, -4.507)
C (2.225, 0.810, -5.863)
C (1.402, -0.150, -6.326)
N (0.685, -0.622, -5.164)
C (1.089, 0.121, -4.128)
C (-0.297, -1.752, -5.125)
H (4.884, 1.978, -2.941)
H (4.566, 1.004, -4.500)
H (4.194, 0.417, -2.869)
H (2.779, 2.994, -4.010)
H (2.252, 1.993, -2.664)
H (2.950, 1.323, -6.406)
H (1.214, -0.639, -7.260)
H (0.675, -0.054, -3.123)
H (-1.024, -1.645, -5.926)
H (-0.798, -1.677, -4.166)
H (0.192, -2.689, -5.216)
C (1.900, 0.939, 0.016)
C (0.729, 1.848, 0.350)
N (-0.539, 1.285, 0.050)
C (-1.238, 1.310, -1.186)
C (-2.318, 0.488, -1.084)
N (-2.364, 0.054, 0.302)
C (-1.302, 0.535, 0.899)
C (-3.444, -0.816, 0.802)
H (1.718, 0.528, -0.991)
H (1.905, 0.118, 0.730)
H (2.857, 1.458, 0.043)
H (0.741, 2.847, -0.084)
H (0.750, 2.014, 1.413)
H (-0.831, 1.997, -1.951)
H (-3.137, 0.199, -1.701)
H (-1.033, 0.228, 1.922)
H (-4.436, -0.395, 0.714)
H (-3.349, -0.867, 1.871)
H (-3.531, -1.778, 0.361)
C (1.174, -5.514, -1.684)
F (-0.097, -5.781, -2.082)
F (1.302, -6.036, -0.455)
F (2.006, -6.094, -2.633)
S (1.384, -3.675, -1.617)
O (1.094, -3.249, -2.950)
O (0.524, -3.328, -0.542)
N (2.859, -3.550, -1.206)
S (3.876, -2.523, -1.854)
O (3.191, -1.358, -2.383)
O (5.055, -2.412, -0.993)
C (4.367, -3.547, -3.318)
F (5.187, -4.563, -2.914)
F (3.356, -4.034, -3.999)
F (5.169, -2.797, -4.147)
C (-5.537, 3.165, 2.147)
O (-6.997, 3.139, 2.786)
O (-5.238, 4.274, 1.814)
C (-4.649, 2.367, 3.118)
F (-3.392, 2.244, 2.590)
F (-4.369, 3.112, 4.203)
F (-4.931, 1.095, 3.528)
C (-7.806, 2.160, 2.310)
C (-9.300, 2.636, 2.035)
H (-9.930, 1.818, 1.654)
H (-9.787, 3.022, 2.964)
H (-9.346, 3.538, 1.363)
H (-7.904, 1.304, 3.033)
H (-7.504, 1.697, 1.374)
H (-5.639, 2.496, 1.343)
C (-4.279, -3.080, -2.713)
O (-5.206, -3.832, -1.714)
O (-3.612, -2.122, -2.321)
C (-3.372, -4.365, -3.187)
F (-4.155, -5.441, -3.299)
F (-2.733, -4.290, -4.376)
F (-2.404, -4.730, -2.272)
C (-6.030, -2.882, -1.075)
C (-7.339, -2.531, -1.737)
H (-8.022, -3.357, -1.923)
H (-7.887, -1.879, -1.053)
H (-7.241, -1.968, -2.646)
H (-5.483, -1.944, -0.880)
H (-6.222, -3.279, -0.078)
H (-5.041, -3.013, -3.436)
C (0.466, 5.892, -4.281)
O (1.715, 6.615, -3.818)
O (0.719, 5.206, -5.261)
C (0.094, 5.147, -2.881)
F (0.621, 3.927, -2.910)
F (0.421, 5.581, -1.552)
F (-1.312, 4.937, -2.822)
C (1.516, 7.713, -3.017)
C (1.895, 8.979, -3.750)
H (1.304, 8.923, -4.681)
H (1.612, 9.946, -3.262)
H (2.963, 9.011, -3.982)
H (2.036, 7.493, -2.099)
H (0.476, 7.857, -2.748)
H (-0.264, 6.648, -4.322)
C (6.071, 3.836, -0.988)
O (5.862, 2.273, -0.331)
O (6.441, 3.664, -2.229)
C (4.706, 4.509, -0.854)
F (3.967, 4.439, -1.926)
F (4.053, 4.054, 0.301)
F (4.926, 5.808, -0.653)
C (7.022, 1.601, -0.606)
C (6.711, 0.239, -1.097)
H (5.649, 0.093, -1.301)
H (7.166, 0.059, -2.096)
H (7.115, -0.504, -0.409)
H (7.657, 1.534, 0.310)
H (7.620, 2.162, -1.357)
H (6.793, 4.276, -0.259)
C (0.215, -1.385, 4.976)
O (-0.224, -0.274, 5.874)
O (0.748, -0.983, 3.850)
C (1.214, -2.121, 5.860)
F (1.532, -3.341, 5.391)
F (2.383, -1.490, 5.847)
F (0.833, -2.254, 7.158)
C (-1.155, 0.636, 5.240)
C (-1.494, 1.800, 6.194)
H (-1.806, 1.500, 7.196)
H (-0.618, 2.464, 6.244)
H (-2.323, 2.370, 5.730)
H (-2.063, 0.099, 4.923)
H (-0.739, 1.131, 4.354)
H (-0.667, -2.111, 4.988)

Energy above the lowest of the compared OMol25 structures with the same formula, charge and spin in eV: 0.000
LUMO in eV: 2.03
Molecular weight in g/mol: 1440.2
Total charge: -2
HOMO energy in eV: -3.298
HOMO-LUMO gap in eV: 5.3